## one
ORCA calculation (ωB97M-V/def2-TZVPD) on an isolated ion of composition C3H9N2O and charge -1.

Bonds (Å) are listed after each position.
Cartesian coordinates (Å):
1 N 1.486 0.181 -2.168  C2 1.514, H7 1.040, H8 0.999
2 C 1.147 0.734 -0.800  N1 1.514, C3 1.557, H9 1.073, H10 1.051
3 C 0.668 -0.387 0.168  C2 1.557, N4 1.543, H11 1.077, H12 1.034
4 N -0.825 -0.674 -0.096  C3 1.543, C5 1.550, H13 1.102
5 C -1.600 0.070 1.022  N4 1.550, O6 1.275, H14 1.144, H15 1.056
6 O -0.939 0.084 2.112  C5 1.275
7 H 1.202 -0.815 -2.261  N1 1.040
8 H 1.009 0.620 -2.929  N1 0.999
9 H 0.497 1.587 -0.762  C2 1.073
10 H 2.103 1.124 -0.604  C2 1.051
11 H 0.730 0.055 1.149  C3 1.077
12 H 1.169 -1.287 0.256  C3 1.034
13 H -0.890 -1.754 0.109  N4 1.102
14 H -1.660 1.122 0.576  C5 1.144
15 H -2.556 -0.375 1.081  C5 1.056

Properties
- total charge = -1
- HOMO-LUMO gap (eV) = 7.05
- HOMO energy (eV) = -2.49
- SMILES = NCCNC[O-]

---

## two
ORCA calculation (ωB97M-V/def2-TZVPD) on an isolated ion of composition C3H9N2O and charge -1.

Bonds (Å) are listed after each position.
Cartesian coordinates (Å):
1 N 1.897 1.246 0.971  C2 1.509, H7 1.010, H8 1.005
2 C 1.371 0.101 0.141  N1 1.509, C3 1.492, H9 1.090, H10 1.090
3 C 0.343 0.654 -0.789  C2 1.492, N4 1.456, H11 1.109, H12 1.101
4 N -0.948 0.677 -0.116  C3 1.456, C5 1.726, H13 1.013
5 C -1.553 -0.909 0.193  N4 1.726, O6 1.274, H14 1.123, H15 1.103
6 O -1.117 -1.830 -0.571  C5 1.274
7 H 1.075 1.817 1.109  N1 1.010
8 H 2.371 1.024 1.829  N1 1.005
9 H 0.882 -0.588 0.830  C2 1.090
10 H 2.222 -0.392 -0.330  C2 1.090
11 H 0.315 0.032 -1.707  C3 1.109
12 H 0.627 1.620 -1.234  C3 1.101
13 H -1.650 0.929 -0.801  N4 1.013
14 H -1.318 -0.842 1.290  C5 1.123
15 H -2.620 -0.650 0.091  C5 1.103

Properties
- total charge = -1
- HOMO-LUMO gap (eV) = 7.48
- HOMO energy (eV) = -2.92
- SMILES = NCCNC[O-]

---

Stability, highest: two